Version 1
Entry from the OMol25 dataset: 5 unconnected molecules or ions with the total composition C9H15F2N3O12 (wB97M-V/def2-TZVPD).

The molecular weight is 395.2 g/mol. Its multiplicity is 1. The SMILES is O=C1OC[C@@H](F)O1.O=C1OC[C@@H](F)O1.C[N+](=O)[O-].C[N+](=O)[O-].C[N+](=O)[O-]. As for the charge: 0.

Last column: Löwdin charge in e.
CARTESIAN COORDINATES (ANGSTROEM)
C1 3.01 0.19 1.06  -0.07
C2 2.75 -0.05 -0.46  -0.31
O1 2.10 -1.26 -0.38  0.09
C3 1.79 -1.69 0.93  -0.48
O2 1.26 -2.72 1.25  0.17
O3 2.15 -0.66 1.69  0.07
F1 3.91 -0.27 -1.12  0.08
H1 2.79 1.21 1.38  0.13
H2 4.02 0.04 1.44  0.15
H3 2.01 0.51 -1.02  0.17
C4 -0.25 3.90 -1.54  -0.04
C5 1.15 4.46 -1.26  -0.27
O4 1.70 4.56 -2.55  0.15
C6 0.84 4.37 -3.52  -0.48
O5 1.12 4.19 -4.74  0.11
O6 -0.36 3.96 -2.97  0.06
F2 1.85 3.42 -0.73  0.04
H4 -1.03 4.39 -0.95  0.14
H5 -0.14 2.84 -1.34  0.13
H6 1.26 5.34 -0.63  0.17
C7 -1.23 -2.29 -1.70  0.03
N1 -0.91 -1.39 -2.81  -0.43
O7 -1.24 -0.20 -2.70  0.05
O8 -0.24 -1.93 -3.69  0.06
H7 -2.24 -1.95 -1.47  0.10
H8 -0.47 -2.14 -0.93  0.08
H9 -1.23 -3.36 -1.91  0.11
C8 -2.19 -3.67 2.45  0.04
N2 -1.95 -5.17 2.34  -0.43
O9 -1.38 -5.67 3.29  0.06
O10 -2.39 -5.75 1.36  0.05
H10 -1.28 -3.09 2.28  0.08
H11 -2.34 -3.48 3.51  0.09
H12 -3.09 -3.43 1.88  0.10
C9 -1.05 1.52 2.08  0.05
N3 -1.85 0.31 1.80  -0.39
O11 -1.94 -0.01 0.60  0.04
O12 -2.28 -0.39 2.74  0.05
H13 -1.27 1.82 3.11  0.10
H14 -1.36 2.26 1.35  0.09
H15 0.00 1.30 1.89  0.09



Version 2
Entry from the OMol25 dataset: a molecular structure, C9H15F2N3O12 (wB97M-V/def2-TZVPD).

The molecular weight is 395.2 g/mol. Its multiplicity is 1. As for the charge: 0.

Last column: Löwdin charge in e.
CARTESIAN COORDINATES (ANGSTROEM)
C1 -13.84 6.59 -3.16  0.03
N1 -13.55 5.12 -3.39  -0.31
O1 -13.89 4.32 -2.55  0.12
O2 -12.78 4.90 -4.32  -0.03
H1 -13.82 7.06 -4.14  0.03
H2 -13.18 7.18 -2.52  0.12
H3 -14.79 6.65 -2.64  -0.02
C2 -14.26 8.81 -0.69  0.07
N2 -15.55 8.18 -1.13  -0.35
O3 -15.59 7.08 -1.69  0.04
O4 -16.51 8.85 -0.86  0.12
H4 -13.97 9.47 -1.50  0.05
H5 -13.64 7.94 -0.46  0.11
H6 -14.52 9.35 0.22  0.12
C3 -17.96 12.82 -1.79  0.03
N3 -18.95 11.75 -2.16  -0.36
O5 -20.11 12.09 -2.44  0.04
O6 -18.50 10.61 -2.34  0.04
H7 -17.87 13.53 -2.62  0.10
H8 -17.00 12.32 -1.85  -0.07
H9 -18.25 13.21 -0.81  0.10
C4 -12.94 5.75 -6.11  -0.14
C5 -12.55 6.15 -7.50  -0.31
O7 -13.47 7.22 -7.75  0.16
C6 -14.03 7.72 -6.64  -0.37
O8 -14.85 8.64 -6.50  0.11
O9 -13.62 6.88 -5.62  0.01
F1 -12.81 5.22 -8.38  0.13
H10 -12.04 5.46 -5.59  0.13
H11 -13.62 4.90 -6.17  0.16
H12 -11.52 6.48 -7.62  0.18
C7 -15.00 10.15 -4.75  -0.02
C8 -14.56 9.11 -3.76  -0.27
O10 -14.79 9.85 -2.56  0.01
C9 -15.82 10.70 -2.71  -0.45
O11 -16.42 11.24 -1.79  0.10
O12 -16.04 10.82 -4.01  0.13
F2 -13.31 8.71 -4.05  0.06
H13 -15.35 9.72 -5.69  0.07
H14 -14.24 10.90 -4.96  0.16
H15 -15.16 8.20 -3.78  0.17



Most stable one: version 1, least stable one: version 2.



Version 1
Entry from the OMol25 dataset: a molecular structure, C11H14BrCl2MoN5O6 (wB97M-V/def2-TZVPD).

The molecular weight is 559.0 g/mol. Its multiplicity is 1. As for the charge: +2.

Last column: Löwdin charge in e.
CARTESIAN COORDINATES (ANGSTROEM)
Mo1 -0.34 -0.35 0.02  1.59
N1 -0.38 -0.25 2.25  0.02
N2 -1.15 -1.29 2.78  0.08
C1 -1.71 -2.22 1.98  -0.34
N3 -2.44 -3.16 2.52  0.26
N4 -1.42 -2.06 0.65  0.01
N5 -1.88 -3.03 -0.29  -0.38
O1 -1.56 -2.81 -1.43  0.04
O2 -2.60 -3.94 0.07  0.13
H1 0.60 -0.36 2.50  0.07
H2 -0.73 0.63 2.60  0.15
H3 -1.27 -1.34 3.78  0.18
H4 -2.61 -3.19 3.51  0.16
H5 -2.84 -3.87 1.93  0.12
C2 3.63 -1.81 0.67  0.03
C3 2.41 -1.16 1.20  -0.54
O3 2.32 -0.62 2.26  0.13
O4 1.28 -1.24 0.40  -0.33
H6 4.00 -2.52 1.40  0.12
H7 4.40 -1.04 0.55  0.10
H8 3.45 -2.31 -0.28  0.10
Br1 3.21 1.40 -1.31  0.87
C4 1.62 2.41 -1.30  -0.65
C5 1.57 3.65 -1.93  -0.06
C6 0.43 4.43 -1.82  0.01
C7 -0.66 3.99 -1.08  0.04
C8 -0.62 2.76 -0.47  -0.16
C9 0.52 1.96 -0.60  -0.19
C10 -1.78 2.24 0.28  -0.46
O5 -2.66 2.85 0.77  0.23
O6 -1.74 0.83 0.34  -0.33
H9 2.44 4.00 -2.48  0.12
H10 0.40 5.39 -2.31  0.13
H11 -1.55 4.60 -0.98  0.15
H12 0.74 1.14 0.13  0.04
Cl1 -1.78 0.09 -2.41  0.69
C11 -0.65 -0.81 -3.44  -0.83
Cl2 0.82 -1.04 -2.46  0.63
H13 -0.41 -0.22 -4.31  0.06
H14 -1.08 -1.77 -3.68  0.04



Version 2
Entry from the OMol25 dataset: a molecular structure, C11H14BrCl2MoN5O6 (wB97M-V/def2-TZVPD).

The molecular weight is 559.0 g/mol. Its multiplicity is 1. As for the charge: +2.

Last column: Löwdin charge in e.
CARTESIAN COORDINATES (ANGSTROEM)
Mo1 -0.36 -0.40 0.08  1.56
N1 -0.39 -0.30 2.26  -0.01
N2 -1.19 -1.33 2.77  0.06
C1 -1.75 -2.24 1.94  -0.34
N3 -2.49 -3.18 2.48  0.26
N4 -1.46 -2.07 0.62  0.00
N5 -1.94 -3.03 -0.34  -0.38
O1 -1.57 -2.81 -1.45  0.04
O2 -2.66 -3.92 0.03  0.13
H1 0.61 -0.40 2.62  0.12
H2 -0.77 0.60 2.58  0.15
H3 -1.33 -1.38 3.77  0.18
H4 -2.65 -3.20 3.48  0.15
H5 -2.92 -3.88 1.88  0.12
C2 3.65 -1.74 0.58  0.03
C3 2.49 -1.05 1.19  -0.51
O3 2.43 -0.45 2.23  0.12
O4 1.29 -1.18 0.42  -0.37
H6 4.06 -2.43 1.32  0.12
H7 4.41 -0.98 0.39  0.09
H8 3.41 -2.27 -0.33  0.09
Br1 3.25 1.42 -1.24  0.89
C4 1.67 2.41 -1.24  -0.65
C5 1.61 3.63 -1.92  -0.06
C6 0.46 4.41 -1.84  0.00
C7 -0.64 3.99 -1.10  0.04
C8 -0.59 2.77 -0.45  -0.16
C9 0.56 1.98 -0.53  -0.18
C10 -1.75 2.28 0.30  -0.42
O5 -2.68 2.85 0.75  0.23
O6 -1.70 0.83 0.40  -0.36
H9 2.46 3.97 -2.48  0.12
H10 0.43 5.35 -2.37  0.13
H11 -1.53 4.59 -1.04  0.14
H12 0.77 1.19 0.22  0.06
Cl1 -1.80 0.04 -2.36  0.68
C11 -0.67 -0.87 -3.38  -0.83
Cl2 0.80 -1.10 -2.39  0.63
H13 -0.42 -0.28 -4.26  0.06
H14 -1.10 -1.84 -3.61  0.04



Most stable one: version 2, least stable one: version 1.



Version 1
Entry from the OMol25 dataset: 9 unconnected molecules or ions with the total composition C18H54O9 (wB97M-V/def2-TZVPD).

The molecular weight is 414.6 g/mol. Its multiplicity is 1. The SMILES is CCO.CCO.CCO.CCO.CCO.CCO.CCO.CCO.CCO. As for the charge: 0.

Last column: Löwdin charge in e.
CARTESIAN COORDINATES (ANGSTROEM)
C1 0.66 0.13 0.89  -0.08
C2 -0.43 -0.65 0.32  -0.33
O1 -0.79 -0.24 -0.98  -0.09
H1 0.39 1.17 1.08  0.07
H2 1.58 0.14 0.30  0.08
H3 0.88 -0.32 1.86  0.07
H4 -1.27 -0.58 1.01  0.11
H5 -0.01 -1.66 0.28  0.11
H6 -1.60 -0.71 -1.21  0.03
C3 -4.38 -3.60 -1.58  -0.08
C4 -3.31 -2.92 -0.75  -0.28
O2 -2.99 -1.68 -1.38  -0.09
H7 -5.30 -3.02 -1.66  0.08
H8 -4.59 -4.58 -1.15  0.08
H9 -4.07 -3.78 -2.61  0.07
H10 -2.40 -3.53 -0.69  0.11
H11 -3.59 -2.74 0.28  0.11
H12 -3.81 -1.18 -1.42  0.11
C5 4.44 1.59 0.39  -0.09
C6 5.06 0.62 -0.59  -0.32
O3 4.93 1.25 -1.85  -0.08
H13 4.66 1.23 1.40  0.07
H14 3.36 1.69 0.32  0.06
H15 4.91 2.57 0.35  0.07
H16 4.55 -0.34 -0.61  0.11
H17 6.13 0.43 -0.49  0.11
H18 4.28 0.72 -2.30  0.08
C7 -0.87 -3.90 2.56  -0.08
C8 -1.17 -2.67 3.46  -0.26
O4 -2.54 -2.33 3.14  -0.11
H19 -1.15 -3.65 1.54  0.05
H20 -1.54 -4.74 2.76  0.07
H21 0.13 -4.33 2.63  0.07
H22 -0.54 -1.84 3.15  0.09
H23 -1.07 -2.88 4.53  0.11
H24 -3.10 -3.10 3.27  0.07
C9 0.06 1.98 -5.24  -0.10
C10 -0.63 1.36 -4.06  -0.32
O5 0.33 1.24 -2.99  -0.09
H25 0.42 2.97 -4.98  0.08
H26 -0.62 2.03 -6.09  0.07
H27 0.89 1.37 -5.61  0.07
H28 -0.94 0.35 -4.33  0.08
H29 -1.50 1.96 -3.79  0.09
H30 -0.08 0.87 -2.20  0.02
C11 -0.98 -2.43 -4.38  -0.07
C12 -0.36 -3.55 -3.54  -0.33
O6 0.61 -4.31 -4.26  -0.07
H31 -0.19 -1.87 -4.88  0.08
H32 -1.67 -1.79 -3.83  0.06
H33 -1.61 -2.90 -5.14  0.07
H34 -1.12 -4.25 -3.18  0.10
H35 -0.01 -3.15 -2.59  0.10
H36 0.75 -5.11 -3.75  0.08
C13 -2.63 2.52 0.16  -0.06
C14 -3.19 2.92 -1.20  -0.33
O7 -4.56 2.69 -1.20  -0.08
H37 -1.66 2.97 0.37  0.06
H38 -2.60 1.44 0.31  0.06
H39 -3.38 2.91 0.85  0.07
H40 -2.73 2.32 -1.99  0.09
H41 -3.03 3.94 -1.53  0.11
H42 -4.99 3.42 -0.74  0.08
C15 2.96 0.56 5.99  -0.08
C16 1.94 0.20 4.89  -0.33
O8 2.61 0.26 3.68  -0.10
H43 3.84 -0.08 6.04  0.07
H44 2.43 0.63 6.94  0.07
H45 3.41 1.53 5.78  0.06
H46 1.13 0.92 4.93  0.11
H47 1.51 -0.79 5.05  0.10
H48 2.46 1.13 3.30  0.03
C17 1.18 3.99 1.24  -0.08
C18 2.45 4.06 2.05  -0.32
O9 2.44 3.01 2.97  -0.09
H49 0.35 3.86 1.94  0.08
H50 1.25 3.17 0.53  0.06
H51 0.95 4.95 0.76  0.08
H52 2.45 4.99 2.62  0.11
H53 3.37 4.07 1.47  0.10
H54 3.29 3.08 3.42  0.10



Version 2
Entry from the OMol25 dataset: 9 unconnected molecules or ions with the total composition C18H54O9 (wB97M-V/def2-TZVPD).

The molecular weight is 414.6 g/mol. Its multiplicity is 1. The SMILES is CCO.CCO.CCO.CCO.CCO.CCO.CCO.CCO.CCO. As for the charge: 0.

Last column: Löwdin charge in e.
CARTESIAN COORDINATES (ANGSTROEM)
C1 -0.84 -0.01 -0.03  -0.06
C2 -0.12 0.16 -1.37  -0.29
O1 -0.27 -0.97 -2.25  -0.08
H1 -0.64 -1.03 0.31  0.06
H2 -1.92 0.12 0.01  0.07
H3 -0.31 0.57 0.73  0.05
H4 0.95 0.32 -1.20  0.07
H5 -0.45 1.05 -1.91  0.10
H6 -1.18 -1.27 -2.20  0.07
C3 3.67 -0.56 -2.97  -0.07
C4 2.94 0.77 -2.82  -0.36
O2 3.69 1.82 -3.35  -0.08
H7 4.62 -0.72 -2.46  0.07
H8 3.80 -0.57 -4.05  0.08
H9 2.99 -1.37 -2.70  0.07
H10 2.83 1.02 -1.77  0.08
H11 1.94 0.75 -3.26  0.11
H12 3.24 2.64 -3.15  0.01
C5 -4.52 -2.42 2.61  -0.08
C6 -3.51 -1.21 2.47  -0.29
O3 -2.24 -1.40 3.13  -0.07
H13 -4.14 -3.40 2.33  0.06
H14 -5.52 -2.28 2.19  0.07
H15 -4.78 -2.67 3.64  0.06
H16 -4.10 -0.34 2.76  0.09
H17 -3.42 -1.03 1.40  0.09
H18 -2.47 -1.44 4.06  0.09
C7 0.79 3.85 -1.86  -0.07
C8 2.08 4.64 -1.64  -0.24
O4 2.91 4.25 -2.76  -0.10
H19 0.02 4.15 -1.15  0.07
H20 0.88 2.76 -1.84  0.04
H21 0.33 4.17 -2.80  0.08
H22 2.43 4.40 -0.63  0.11
H23 1.98 5.72 -1.74  0.11
H24 3.58 4.93 -2.87  0.10
C9 3.00 -0.34 0.78  -0.05
C10 3.83 -0.69 2.05  -0.26
O5 3.87 0.20 3.17  -0.10
H25 2.28 -1.13 0.59  0.07
H26 3.74 -0.09 0.02  0.07
H27 2.35 0.53 0.82  0.05
H28 4.85 -0.92 1.74  0.11
H29 3.42 -1.52 2.62  0.11
H30 4.38 -0.28 3.83  0.09
C11 0.21 -4.27 -1.17  -0.10
C12 -1.16 -4.75 -0.80  -0.28
O6 -1.82 -3.64 -0.17  -0.11
H31 0.30 -3.62 -2.05  0.07
H32 0.86 -5.13 -1.30  0.07
H33 0.70 -3.75 -0.34  0.07
H34 -1.26 -5.65 -0.19  0.12
H35 -1.65 -4.78 -1.77  0.09
H36 -1.54 -3.46 0.73  0.07
C13 -2.12 3.70 3.08  -0.08
C14 -1.96 2.25 2.67  -0.36
O7 -0.82 1.78 3.25  -0.07
H37 -1.32 4.33 2.68  0.07
H38 -2.03 3.74 4.17  0.08
H39 -3.00 4.22 2.72  0.07
H40 -1.87 2.13 1.59  0.10
H41 -2.88 1.77 3.02  0.10
H42 -0.76 0.82 3.17  0.08
C15 -4.79 -3.41 -4.08  -0.08
C16 -3.30 -3.67 -4.17  -0.35
O8 -2.75 -3.45 -5.44  -0.05
H43 -5.38 -4.14 -4.64  0.08
H44 -5.06 -2.36 -4.07  0.07
H45 -5.05 -3.53 -3.02  0.07
H46 -3.15 -4.72 -3.91  0.10
H47 -2.74 -3.26 -3.34  0.09
H48 -2.19 -4.20 -5.61  0.08
C17 1.93 2.91 4.29  -0.08
C18 2.00 3.07 2.76  -0.32
O9 3.31 2.88 2.33  -0.10
H49 0.95 3.21 4.66  0.05
H50 2.59 3.54 4.87  0.07
H51 2.11 1.88 4.62  0.06
H52 1.62 4.04 2.43  0.11
H53 1.50 2.38 2.09  0.08
H54 3.57 1.96 2.46  0.03



Most stable one: version 1, least stable one: version 2.



Version 1
Entry from the OMol25 dataset: C2H2N2O in the gas phase (wB97M-V/def2-TZVPD).

The molecular weight is 70.1 g/mol. Its multiplicity is 1. The SMILES is [H]/N=N/C=C=O. As for the charge: 0.

Last column: Löwdin charge in e.
CARTESIAN COORDINATES (ANGSTROEM)
C1 -0.61 -0.34 0.26  -0.17
C2 -0.90 -0.56 -1.00  -0.15
N1 1.38 0.71 0.13  0.03
N2 0.46 0.33 0.82  -0.14
O1 -1.07 -0.82 -2.11  0.22
H1 -1.41 -0.32 1.04  0.12
H2 2.14 1.00 0.85  0.09



Version 2
Entry from the OMol25 dataset: C2H2N2O in the gas phase (wB97M-V/def2-TZVPD).

The molecular weight is 70.1 g/mol. Its multiplicity is 1. The SMILES is N#C/C=N\O. As for the charge: 0.

Last column: Löwdin charge in e.
CARTESIAN COORDINATES (ANGSTROEM)
C1 0.16 0.68 -0.05  -0.14
C2 1.32 -0.14 -0.10  -0.18
H1 -2.24 -1.13 0.32  0.21
H2 0.69 1.60 -0.08  0.10
N1 -1.20 0.46 0.01  0.03
N2 2.49 -0.53 0.02  0.15
O1 -1.22 -0.93 -0.11  -0.15



Most stable one: version 1, least stable one: version 2.